Record 1
{"formula": "C18H28N3O3S", "method": "the ωB97M-V functional and the def2-TZVPD basis", "elements": ["C", "C", "O", "C", "C", "C", "N", "C", "S", "N", "C", "C", "N", "C", "C", "C", "C", "C", "C", "C", "O", "C", "O", "C", "C", "H", "H", "H", "H", "H", "H", "H", "H", "H", "H", "H", "H", "H", "H", "H", "H", "H", "H", "H", "H", "H", "H", "H", "H", "H", "H", "H", "H"], "coordinates": [[-0.0153, 2.7874, 4.3463], [1.4254, 2.4125, 4.6488], [1.9031, 1.5583, 3.6238], [3.2616, 1.2102, 3.7769], [3.6928, 0.3634, 2.5826], [3.1280, -1.0615, 2.6215], [1.6925, -1.0924, 2.8202], [0.7836, -0.5631, 2.0175], [-0.8056, -0.4388, 2.5193], [1.2093, -0.1651, 0.7420], [1.1822, -1.1829, -0.2853], [-0.2697, -1.5015, -0.7180], [-1.1567, -0.3645, -0.3965], [-2.5198, -0.5134, -0.9758], [-2.5297, -0.5484, -2.4797], [-2.5944, 0.6287, -3.2111], [-2.6014, 0.6330, -4.6042], [-2.5448, -0.5858, -5.2361], [-2.4880, -1.7812, -4.5065], [-2.4781, -1.7882, -3.1347], [-2.4455, -2.8324, -5.3649], [-2.5111, -2.2793, -6.6671], [-2.5419, -0.8687, -6.5611], [-0.4903, 0.9053, -0.7277], [0.6812, 1.0987, 0.2544], [-0.4050, 3.4122, 5.1436], [-0.0715, 3.3358, 3.4093], [-0.6291, 1.8939, 4.2686], [2.0532, 3.3137, 4.6990], [1.4925, 1.8973, 5.6186], [3.8750, 2.1222, 3.8196], [3.4110, 0.6617, 4.7202], [4.7797, 0.2967, 2.5656], [3.3573, 0.8639, 1.6752], [3.3775, -1.5686, 1.6862], [3.5758, -1.6167, 3.4463], [1.3661, -1.2995, 3.7553], [1.6630, -2.0911, 0.0787], [1.7615, -0.8050, -1.1309], [-0.3112, -1.6959, -1.7918], [-0.6452, -2.3773, -0.1854], [-1.2467, -0.3547, 0.7132], [-3.1174, 0.3239, -0.6103], [-2.9393, -1.4388, -0.5760], [-2.6641, 1.5749, -2.6973], [-2.6607, 1.5494, -5.1652], [-2.4634, -2.7191, -2.5920], [-1.6274, -2.5880, -7.2442], [-3.4220, -2.6325, -7.1734], [-0.1496, 0.8685, -1.7646], [-1.2025, 1.7234, -0.6236], [0.3799, 1.6903, 1.1200], [1.4951, 1.6289, -0.2494]], "forces_ev_per_a": [[0.39, -0.18, 0.06], [-0.19, 0.16, 0.15], [-0.08, 0.01, -0.17], [0.26, 0.05, -0.12], [-0.27, 0.01, 0.41], [0.54, 0.37, -0.40], [-0.32, -0.04, -0.09], [-0.13, -0.37, 0.43], [-0.34, 0.08, 0.63], [0.31, 0.10, 0.23], [-0.06, -0.25, -0.13], [0.45, -0.41, -0.07], [-0.06, 0.00, 0.44], [-0.40, -0.02, -0.34], [-0.03, 0.11, 0.04], [-0.02, -0.14, 0.18], [0.02, -0.21, -0.37], [0.02, -0.36, 0.55], [0.02, 0.55, -0.13], [-0.08, -0.06, -0.35], [0.02, -0.03, 0.48], [-0.04, -0.70, -1.12], [0.01, 0.46, 0.15], [0.35, 0.42, 0.00], [0.00, 0.34, 0.01], [-0.07, 0.11, 0.07], [-0.04, 0.08, -0.09], [-0.06, -0.04, 0.01], [-0.02, -0.10, 0.03], [0.03, 0.07, -0.08], [-0.04, -0.11, 0.05], [0.02, 0.05, -0.02], [0.06, 0.01, -0.05], [0.12, 0.02, -0.03], [0.03, -0.08, 0.16], [-0.06, -0.05, -0.09], [-0.09, -0.09, -0.19], [0.00, 0.01, -0.11], [-0.01, -0.09, 0.02], [-0.05, 0.03, 0.11], [-0.08, 0.10, -0.02], [-0.04, -0.08, -0.78], [0.09, -0.06, 0.08], [0.07, 0.07, 0.09], [-0.03, 0.12, 0.10], [-0.01, 0.15, -0.09], [0.00, -0.16, 0.11], [-0.16, 0.12, 0.21], [0.17, 0.13, 0.20], [-0.11, -0.02, 0.05], [-0.02, -0.07, -0.05], [0.03, -0.02, -0.14], [-0.10, 0.03, -0.01]], "nbo_charge": [-0.62, -0.06, -0.57, -0.06, -0.43, -0.22, -0.54, 0.37, -0.15, -0.52, -0.23, -0.25, -0.45, -0.23, -0.09, -0.20, -0.25, 0.25, 0.31, -0.29, -0.48, 0.23, -0.46, -0.25, -0.23, 0.23, 0.20, 0.22, 0.17, 0.17, 0.19, 0.17, 0.23, 0.22, 0.21, 0.22, 0.43, 0.23, 0.22, 0.24, 0.23, 0.43, 0.23, 0.23, 0.21, 0.24, 0.23, 0.17, 0.17, 0.23, 0.24, 0.25, 0.22], "total_charge": 1, "smiles": "CCOCCCNC(=S)N1CC[NH+](Cc2ccc3c(c2)OCO3)CC1", "homo_lumo_gap_ev": 8.502, "e_above_lowest_ev": 0.4300}

---

Record 2
{"formula": "C18H28N4O5PdSSi", "method": "the ωB97M-V functional and the def2-TZVPD basis", "elements": ["Pd", "C", "N", "C", "C", "C", "C", "C", "C", "C", "C", "H", "H", "H", "H", "H", "H", "H", "H", "H", "H", "H", "H", "C", "N", "C", "C", "O", "N", "C", "N", "H", "H", "H", "H", "H", "H", "H", "C", "Si", "C", "C", "C", "C", "H", "H", "H", "H", "H", "H", "H", "H", "H", "O", "S", "O", "O", "O"], "coordinates": [[-0.0008, -0.1410, -1.2223], [-0.8901, 1.9695, 1.8517], [-1.7823, 1.2327, 0.9946], [-2.8514, 0.6168, 1.7321], [-2.2701, 2.0014, -0.1247], [-1.1874, 2.5481, -1.0307], [-1.3249, 3.8523, -1.5056], [-0.3795, 4.4267, -2.3403], [0.7431, 3.6869, -2.6869], [0.8904, 2.3889, -2.2198], [-0.0734, 1.7849, -1.4035], [-1.3998, 2.8206, 2.3540], [-0.0456, 2.3528, 1.2805], [-0.4925, 1.3007, 2.6174], [-3.4884, 1.3680, 2.2505], [-2.4402, -0.0695, 2.4737], [-3.4757, 0.0300, 1.0585], [-2.8862, 2.8568, 0.2309], [-2.9352, 1.3563, -0.7083], [-2.1990, 4.4243, -1.2052], [-0.5149, 5.4380, -2.7089], [1.5017, 4.1150, -3.3343], [1.7578, 1.8103, -2.5085], [-2.0926, -4.9014, -1.8015], [-2.3147, -4.1877, -0.5447], [-1.4462, -4.4500, 0.5882], [-1.3481, -3.0705, 1.2566], [-0.8454, -2.8928, 2.3496], [-1.9367, -2.1492, 0.4373], [-2.4533, -2.8135, -0.5765], [-3.1514, -2.2235, -1.5619], [-1.6683, -5.8773, -1.5667], [-1.4096, -4.3439, -2.4488], [-3.0393, -5.0797, -2.3174], [-0.4527, -4.7795, 0.2715], [-1.8658, -5.1761, 1.2863], [-2.7263, -1.3266, -1.8535], [-3.2565, -2.8036, -2.3833], [4.6764, 2.2458, 1.4570], [3.7104, 0.6911, 1.9255], [4.9522, -0.7280, 2.0089], [3.0407, 0.9525, 3.6695], [2.3881, 0.3642, 0.7624], [1.4511, 0.1926, -0.0097], [5.4388, 2.4812, 2.2071], [3.9984, 3.0980, 1.3683], [5.1690, 2.1132, 0.4905], [5.7380, -0.5218, 2.7431], [5.4188, -0.8824, 1.0330], [4.4476, -1.6560, 2.2873], [3.8509, 1.1012, 4.3908], [2.4469, 0.0890, 3.9784], [2.3865, 1.8278, 3.6962], [-1.4958, -0.4237, -2.7683], [-0.6441, -1.5169, -3.4649], [-1.4445, -2.1668, -4.5002], [0.5925, -0.9097, -3.9411], [-0.3705, -2.4468, -2.3144]], "forces_ev_per_a": [[-0.25, -0.16, -0.09], [0.02, 0.00, 0.03], [0.04, 0.02, 0.01], [-0.03, -0.01, 0.01], [-0.06, 0.04, -0.07], [0.10, 0.01, 0.21], [0.01, -0.02, 0.11], [0.02, 0.00, -0.01], [0.01, 0.03, 0.00], [-0.03, -0.01, 0.11], [-0.13, 0.40, -0.50], [0.00, 0.00, -0.01], [-0.01, -0.01, -0.01], [-0.01, 0.00, -0.01], [0.00, 0.00, -0.01], [0.00, 0.01, -0.01], [0.02, -0.01, 0.01], [-0.03, 0.01, -0.04], [0.04, -0.06, 0.00], [0.01, 0.01, 0.00], [0.01, 0.00, 0.01], [0.00, 0.00, 0.00], [-0.01, 0.00, -0.03], [-0.12, -0.08, 0.05], [0.13, 0.06, -0.01], [0.02, 0.00, -0.02], [0.02, -0.08, -0.18], [-0.02, 0.00, 0.07], [-0.28, 0.04, 0.23], [0.04, -0.06, -0.06], [-0.07, -0.09, 0.01], [0.00, -0.01, 0.01], [0.00, 0.00, 0.01], [-0.01, 0.03, -0.01], [0.01, 0.05, -0.01], [0.01, -0.06, -0.01], [-0.01, 0.03, 0.00], [0.04, 0.03, -0.03], [-0.02, -0.05, 0.03], [-0.09, -0.01, -0.06], [-0.03, 0.04, 0.00], [0.01, 0.01, -0.04], [0.13, 0.12, 0.04], [0.17, -0.26, 0.39], [0.00, 0.01, -0.02], [0.01, -0.02, 0.01], [-0.01, 0.00, 0.02], [0.00, -0.02, -0.02], [-0.01, 0.00, 0.02], [0.01, 0.02, 0.00], [-0.02, 0.00, 0.01], [0.02, 0.01, 0.00], [0.01, -0.01, 0.00], [0.23, 0.16, -0.28], [-0.06, 0.10, 0.62], [-0.12, -0.07, 0.06], [-0.16, -0.16, -0.43], [0.47, -0.01, -0.09]], "nbo_charge": [0.69, -0.42, -0.41, -0.40, -0.23, -0.11, -0.22, -0.26, -0.23, -0.24, -0.03, 0.13, 0.23, 0.20, 0.12, 0.21, 0.21, 0.13, 0.21, 0.18, 0.18, 0.19, 0.22, -0.44, -0.45, -0.33, 0.66, -0.64, -0.62, 0.69, -0.82, 0.19, 0.27, 0.18, 0.21, 0.19, 0.46, 0.39, -1.10, 1.63, -1.10, -1.10, -0.82, -0.09, 0.21, 0.23, 0.23, 0.21, 0.23, 0.23, 0.20, 0.24, 0.23, -1.08, 2.55, -1.06, -1.03, -1.11], "total_charge": -2, "homo_lumo_gap_ev": 6.696, "e_above_lowest_ev": 1.5037}

---

Record 3
{"formula": "C18H28N4O5PdSSi", "method": "the ωB97M-V functional and the def2-TZVPD basis", "elements": ["Pd", "C", "N", "C", "C", "C", "C", "C", "C", "C", "C", "H", "H", "H", "H", "H", "H", "H", "H", "H", "H", "H", "H", "C", "N", "C", "C", "O", "N", "C", "N", "H", "H", "H", "H", "H", "H", "H", "C", "Si", "C", "C", "C", "C", "H", "H", "H", "H", "H", "H", "H", "H", "H", "O", "S", "O", "O", "O"], "coordinates": [[-0.1702, -0.4403, 0.3457], [2.7414, -2.4826, -0.6037], [2.0814, -2.1950, 0.6432], [1.7532, -3.3778, 1.3930], [2.7135, -1.1610, 1.4262], [2.6646, 0.1959, 0.7578], [3.8326, 0.9345, 0.6207], [3.8214, 2.2017, 0.0472], [2.6166, 2.7227, -0.3968], [1.4467, 1.9811, -0.2650], [1.4334, 0.7070, 0.3029], [3.7406, -2.9433, -0.4510], [2.8668, -1.5621, -1.1744], [2.1132, -3.1543, -1.1882], [2.6526, -3.9287, 1.7434], [1.1543, -4.0385, 0.7655], [1.1565, -3.1011, 2.2644], [3.7681, -1.4150, 1.6663], [2.1664, -1.0915, 2.3716], [4.7704, 0.5077, 0.9662], [4.7410, 2.7673, -0.0560], [2.5852, 3.7077, -0.8512], [0.5117, 2.4072, -0.6123], [-3.5188, -1.3225, -5.1433], [-3.1066, 0.0549, -5.3203], [-3.3985, 0.7996, -6.5181], [-2.3113, 1.8883, -6.4818], [-2.2800, 2.8083, -7.2869], [-1.4566, 1.6351, -5.4602], [-1.9031, 0.5281, -4.8488], [-1.2822, -0.0969, -3.8812], [-4.5671, -1.4133, -5.4294], [-3.4121, -1.6256, -4.1038], [-2.9232, -2.0098, -5.7572], [-4.3969, 1.2409, -6.5172], [-3.2811, 0.1933, -7.4246], [-0.4374, 0.2752, -3.4985], [-1.5977, -0.9497, -3.3668], [-2.3377, 2.3925, 5.0456], [-0.7580, 1.3747, 4.9115], [0.6783, 2.4983, 5.3867], [-0.8567, 0.0163, 6.2159], [-0.5474, 0.7014, 3.2699], [-0.4203, 0.2530, 2.1354], [-2.4680, 2.8096, 6.0489], [-3.2063, 1.7731, 4.8121], [-2.3181, 3.2156, 4.3281], [0.5526, 2.9137, 6.3913], [0.7625, 3.3241, 4.6771], [1.6191, 1.9443, 5.3563], [-0.9907, 0.4312, 7.2197], [0.0561, -0.5835, 6.2097], [-1.6925, -0.6536, 6.0033], [-2.1011, -2.3616, -2.4150], [-1.0777, -2.3787, -1.3422], [-1.6895, -1.9472, -0.0417], [-0.0537, -1.2875, -1.6220], [-0.4396, -3.6828, -1.2680]], "forces_ev_per_a": [[0.20, 0.19, 0.08], [-0.01, 0.02, -0.01], [-0.04, -0.01, 0.00], [0.01, -0.01, -0.01], [0.02, 0.03, 0.02], [-0.09, -0.06, 0.00], [0.03, 0.06, -0.03], [0.00, -0.03, 0.01], [0.03, 0.00, 0.00], [-0.15, -0.01, -0.02], [0.18, 0.00, 0.06], [0.00, 0.00, 0.00], [0.00, -0.01, 0.00], [0.00, -0.01, -0.01], [0.00, 0.01, 0.00], [-0.01, 0.00, -0.01], [0.00, 0.00, 0.00], [0.00, 0.00, 0.01], [0.00, 0.00, 0.01], [0.00, -0.01, 0.00], [0.00, 0.00, 0.00], [-0.02, 0.00, 0.00], [0.02, 0.02, 0.00], [0.00, 0.06, -0.03], [0.11, -0.05, 0.07], [0.04, -0.01, -0.01], [-0.08, 0.04, -0.07], [0.02, -0.02, 0.02], [0.06, -0.07, 0.07], [-0.36, -0.05, -0.20], [0.10, -0.55, 0.49], [0.00, 0.00, 0.01], [0.00, -0.02, 0.02], [-0.02, 0.00, -0.03], [0.00, 0.00, 0.00], [0.00, 0.00, 0.00], [0.32, 0.31, 0.01], [-0.25, 0.34, -0.36], [-0.01, 0.00, 0.00], [0.03, 0.00, 0.02], [-0.01, 0.00, 0.00], [0.00, 0.01, 0.00], [-0.02, -0.04, 0.03], [-0.02, 0.05, -0.05], [0.00, 0.00, 0.00], [0.00, 0.00, 0.00], [0.00, 0.00, 0.00], [0.00, 0.00, 0.00], [0.00, 0.00, 0.00], [0.00, 0.00, 0.00], [0.00, 0.00, 0.00], [0.00, 0.00, 0.00], [0.00, 0.00, 0.00], [0.20, 0.27, -0.02], [-0.24, -0.11, -0.36], [-0.10, -0.20, 0.14], [0.00, -0.06, -0.06], [0.06, -0.05, 0.18]], "nbo_charge": [0.68, -0.42, -0.43, -0.41, -0.23, -0.09, -0.22, -0.27, -0.23, -0.27, -0.07, 0.12, 0.21, 0.23, 0.12, 0.23, 0.20, 0.14, 0.22, 0.19, 0.19, 0.19, 0.21, -0.42, -0.43, -0.32, 0.64, -0.66, -0.64, 0.63, -0.77, 0.19, 0.27, 0.18, 0.20, 0.19, 0.43, 0.47, -1.10, 1.63, -1.10, -1.10, -0.83, -0.09, 0.21, 0.23, 0.23, 0.21, 0.23, 0.23, 0.21, 0.23, 0.23, -1.08, 2.58, -1.04, -1.07, -1.04], "total_charge": -2, "homo_lumo_gap_ev": 6.807, "e_above_lowest_ev": 0.1937}

---

Record 4
{"formula": "C18H28NO5P2Pr", "method": "the ωB97M-V functional and the def2-TZVPD basis", "elements": ["Pr", "P", "C", "C", "N", "C", "C", "C", "C", "C", "P", "H", "H", "H", "H", "H", "H", "H", "H", "O", "H", "H", "O", "H", "C", "H", "H", "H", "C", "H", "H", "H", "C", "H", "H", "H", "C", "H", "H", "H", "O", "C", "C", "C", "C", "C", "C", "C", "O", "O", "H", "H", "H", "H", "H"], "coordinates": [[0.5515, 0.6662, -0.0334], [2.4774, -1.3873, 0.4392], [2.1819, -2.0394, -1.1898], [0.9514, -1.9935, -1.9209], [-0.1352, -1.2452, -1.4654], [-1.3265, -1.3912, -2.1073], [-1.4620, -2.0960, -3.2976], [-0.3443, -2.7019, -3.8565], [0.8464, -2.6570, -3.1698], [-2.5349, -0.7213, -1.4894], [-2.1376, 0.9141, -0.6782], [1.7550, -3.1059, -3.5673], [-2.4351, -2.1178, -3.7924], [-0.4246, -3.2094, -4.8182], [-3.3023, -0.5652, -2.2647], [-2.9814, -1.3649, -0.7053], [2.8801, 2.9524, -2.1084], [3.0662, -2.1882, -1.8276], [-0.7153, 6.5515, -1.9579], [2.1686, 2.3129, -2.0444], [1.5216, 2.7164, -2.6492], [-1.1232, 1.7228, 1.1880], [-0.3225, 5.6934, -1.9357], [-1.0570, 5.0668, -2.0655], [-2.3672, 2.0507, -2.0839], [-3.3403, 1.8701, -2.5590], [-2.3262, 3.0870, -1.7203], [-1.5800, 1.9244, -2.8402], [-3.6247, 1.1588, 0.3104], [-3.4701, 1.9901, 1.0066], [-4.4870, 1.3881, -0.3281], [-3.8547, 0.2587, 0.8909], [2.5130, -2.8140, 1.5676], [3.5133, -3.2791, 1.6028], [2.2321, -2.4638, 2.5755], [1.7723, -3.5593, 1.2402], [4.2092, -0.7956, 0.4335], [4.4182, -0.3628, 1.4276], [4.9070, -1.6263, 0.2286], [4.3366, 0.0007, -0.3209], [0.5672, 3.0387, 4.3075], [-0.0357, 1.9465, 4.8677], [-0.0597, 1.9260, 6.2589], [-0.2935, 0.7382, 6.9458], [-0.3761, -0.4669, 6.2421], [-0.3690, -0.4663, 4.8485], [-0.3619, 0.7525, 4.1390], [-0.4169, 0.7015, 2.7274], [-0.2690, -0.3180, 1.9887], [-0.5347, 1.9196, 2.0349], [0.2337, 3.1476, 3.4104], [0.1701, 2.8411, 6.8090], [-0.3127, 0.7309, 8.0410], [-0.4243, -1.4208, 6.7704], [-0.3918, -1.3840, 4.2708]], "forces_ev_per_a": [[3.31, -1.62, -1.34], [0.08, -0.64, -0.48], [-0.44, 1.32, -0.92], [0.66, 0.65, 0.81], [0.19, -0.04, 0.47], [-0.49, -0.33, -0.99], [-1.04, 1.07, 1.12], [1.22, -0.37, -0.01], [-0.15, -0.13, -0.70], [0.36, -0.27, 0.23], [-2.19, -0.81, -1.21], [-0.30, -0.03, 0.07], [0.33, -0.09, 0.19], [0.12, 0.11, 0.28], [0.17, 0.10, 0.39], [0.30, 0.26, -0.29], [0.59, 0.08, 0.29], [-0.34, -0.29, 0.42], [-0.42, 1.00, -0.06], [-1.20, -0.03, 0.04], [0.16, -0.28, 0.07], [0.29, 0.63, 2.08], [0.03, -1.74, 0.07], [0.38, 0.68, -0.03], [0.33, 0.55, -0.08], [0.24, 0.04, 0.16], [-0.12, -0.21, -0.15], [-0.19, -0.06, 0.14], [-0.38, 0.33, 0.50], [-0.25, -0.06, -0.05], [0.21, -0.06, 0.11], [0.13, 0.15, -0.06], [-0.24, -0.05, 0.70], [-0.43, 0.21, -0.09], [0.22, -0.29, -0.24], [0.27, 0.31, 0.09], [0.03, 0.29, 0.07], [0.08, -0.27, -0.39], [-0.29, 0.39, 0.06], [0.02, -0.39, 0.27], [-1.19, -0.52, 0.10], [0.71, 0.13, 0.22], [-0.10, 0.00, 0.28], [0.22, 0.18, -0.16], [0.00, -0.68, -0.82], [-0.43, -0.07, 0.99], [0.79, 0.68, 0.28], [0.61, -1.09, -1.07], [-0.70, 1.65, 1.00], [-0.98, -0.83, -1.46], [0.14, 0.25, -0.13], [-0.08, -0.26, -0.31], [-0.01, 0.05, -0.48], [-0.02, 0.36, -0.14], [-0.23, 0.02, 0.18]], "mulliken_spin": [2.17, -0.02, -0.11, 0.02, -0.01, 0.01, -0.02, 0.01, -0.02, 0.00, 0.00, 0.00, 0.00, 0.00, 0.00, 0.00, 0.00, 0.00, 0.00, 0.00, 0.00, 0.00, 0.00, 0.00, 0.00, 0.00, 0.00, 0.00, 0.00, 0.00, 0.00, 0.00, -0.01, 0.00, 0.00, 0.00, -0.01, 0.00, 0.00, 0.00, 0.00, 0.00, 0.00, 0.00, 0.00, 0.00, 0.00, 0.00, 0.00, 0.00, 0.00, 0.00, 0.00, 0.00, 0.00], "total_charge": 2, "multiplicity": 3, "homo_lumo_gap_ev": [5.331, 5.710], "s2": 2.076, "e_above_lowest_ev": 1.2441}

---

- Which formula does entry 1 have?
  C18H28N3O3S

---

- What is the formula in the third record?
  C18H28N4O5PdSSi